Entry 1:
The following is a DFT calculation (the ωB97M-V functional and the def2-TZVPD basis) of 2 unconnected molecules or ions with the total composition C12H23BFN2O2.

The calculated total energy is -23282.3556 eV. The charge is +1.

The geometry in XYZ format:
```
41
Properties=species:S:1:pos:R:3:forces:R:3
C -2.6790 -2.8011 -5.1164 0.0 0.0 0.0
C -1.9090 -0.5974 0.9914 -0.1 -0.1 0.3
H -3.6756 -1.2494 -6.2111 0.0 0.0 0.0
H 0.0046 1.5424 1.0301 -0.1 0.0 0.1
C 2.8263 0.6263 0.6334 0.2 0.6 0.1
H -1.9671 -2.6796 -1.7977 0.0 0.0 0.0
H -0.1142 1.9190 -0.6624 0.0 0.2 0.0
C 1.9010 1.6621 -0.0048 -0.1 -0.4 0.2
O 2.2739 0.4032 5.0790 -0.1 0.1 -0.1
H 1.4085 3.3906 3.9852 0.2 0.3 0.3
H -2.1946 0.4189 0.7202 0.0 0.1 -0.1
H 2.8610 2.3771 2.4647 0.1 0.1 -0.1
H 0.7445 2.5817 5.2520 0.3 0.2 0.6
C -2.3356 -2.3828 -2.7711 0.1 0.0 0.1
C 0.4136 1.2909 0.0517 0.0 0.1 -0.3
H -1.7191 -4.1695 -3.7731 0.0 0.0 0.0
O -0.5076 -0.7964 0.9130 0.3 0.0 0.1
B 2.2138 1.5244 4.3242 0.2 0.1 0.4
H 0.9420 -0.7710 -0.4797 0.1 0.0 -0.1
C -3.3013 -1.5675 -5.2479 0.0 0.0 0.0
H -3.9370 0.2267 -4.2252 0.0 0.0 0.0
N 1.5895 2.7081 4.7101 -0.7 -0.4 -1.2
H 3.8546 0.9919 0.5638 0.1 -0.1 0.0
H 1.4498 0.2104 2.2659 -0.1 0.1 0.0
H -2.2197 -0.7671 2.0183 0.1 -0.1 0.1
H -2.5707 -3.4463 -5.9769 0.0 0.0 0.0
F -3.0979 -0.3539 -1.8521 0.0 0.0 -0.1
H 2.0207 2.6168 0.5149 0.1 0.2 -0.2
C -2.9610 -1.1644 -2.9331 0.0 0.0 0.0
N 2.9932 1.5017 2.9684 -0.3 0.2 0.2
H 1.7215 -0.3318 4.8094 0.0 -0.4 0.1
H 3.9946 1.4013 3.1298 0.1 0.0 0.0
H -0.6225 -0.2359 -1.0667 0.0 -0.1 -0.1
H -2.4355 -1.3047 0.3567 -0.1 0.0 -0.2
H 3.0479 -0.5209 2.4249 -0.1 -0.1 0.2
C 2.5130 0.3638 2.0939 0.4 -0.5 -0.2
H 2.2238 1.8210 -1.0300 0.0 0.1 -0.1
C -3.4495 -0.7355 -4.1482 0.0 0.1 0.0
C 0.0700 -0.1772 -0.2281 -0.3 0.0 0.1
H 2.8286 -0.3194 0.1033 -0.2 -0.1 -0.1
C -2.1991 -3.2064 -3.8797 0.0 0.0 0.0
```
Forces are in eV/Å.

***

Entry 2:
The following is a DFT calculation (the ωB97M-V functional and the def2-TZVPD basis) of 2 unconnected molecules or ions with the total composition C12H23ClFN3O3.

The calculated total energy is -38668.3441 eV. The charge is 0.

The geometry in XYZ format:
```
43
Properties=species:S:1:pos:R:3:forces:R:3
O 3.1278 -2.3989 0.7268 0.1 0.2 -0.3
O -0.6935 1.6494 -3.2122 0.7 -0.2 0.9
C 0.9441 -0.3032 1.9791 -0.4 0.4 0.6
C -2.4719 -0.4831 0.3766 -1.3 -1.0 0.4
C -0.7744 -0.9100 -1.2785 0.3 0.0 -0.7
H 0.9717 -1.2568 2.5059 0.2 -0.2 -0.3
H -2.6765 0.5129 -2.7863 -0.1 0.0 0.0
H -1.6869 -0.6465 2.3494 -0.1 -0.2 0.0
C 2.4085 -2.2417 -0.4853 -0.5 -0.1 0.1
H -1.3295 -2.0735 1.3390 0.0 0.0 0.1
H 1.0928 2.6030 -2.5751 -0.6 -0.1 0.4
H 2.1174 2.0416 2.0048 0.2 -0.1 0.1
H 0.6380 0.4343 4.0336 0.0 0.0 0.0
C 1.5570 2.0047 2.9402 -0.7 0.1 0.4
N 0.2589 -0.9230 -0.3840 -1.5 -0.9 0.7
H 2.6524 -3.0519 -1.1786 0.1 -0.1 0.2
C -1.4292 -0.9871 1.3475 0.4 0.8 -0.2
H -3.2345 1.2409 -1.2889 0.0 -0.2 0.3
H 2.6646 -1.3154 -1.0047 0.0 0.1 0.1
C 0.6041 0.8079 3.0126 0.3 0.3 -0.5
O 1.2877 1.4547 -4.1968 -0.8 0.5 1.0
C 0.8835 -2.2621 -0.2326 1.3 -0.2 -0.7
Cl -1.5683 3.3256 0.3802 -0.1 0.1 1.3
H 0.4611 -1.3874 -2.8291 0.0 0.2 0.0
H -0.4782 1.6061 -1.0735 0.3 -0.1 -0.2
H -3.3463 -1.1391 0.4536 0.0 0.1 -0.2
H -0.4194 0.7484 0.7477 0.3 0.0 -0.4
H 3.6854 -1.6242 0.8242 0.2 -0.1 0.2
C -1.2281 1.7288 -1.8440 -1.3 1.2 -1.1
H -2.8333 0.5025 0.6668 0.5 0.2 -0.2
N -2.0434 -0.5075 -1.0411 0.8 1.0 1.3
H -1.2236 -1.3536 -3.2058 0.0 0.1 0.0
C -2.3873 0.7565 -1.7621 0.1 -0.3 -1.0
H -0.3926 1.2142 2.8270 -0.1 -0.2 0.1
H 0.6833 -2.7032 0.7418 0.0 0.3 0.2
C -0.1356 -0.2975 0.9084 -0.1 -0.2 0.5
H 1.9296 -0.0712 1.5786 0.0 -0.3 -0.2
H 0.4789 -2.9682 -0.9573 -0.4 0.3 -0.1
H 1.0158 2.9449 3.0381 -0.1 0.0 0.0
F 2.4283 1.9451 4.0301 0.4 -0.1 -0.2
N -0.4902 -1.2714 -2.5232 0.0 -0.3 -0.1
C 0.6111 1.9244 -3.2957 1.1 -0.8 -1.9
H -1.6593 2.7307 -1.6576 0.6 -0.5 -0.5
```
Forces are in eV/Å.

***

Entry 3:
The following is a DFT calculation (the ωB97M-V functional and the def2-TZVPD basis) of a molecular structure, C12H23F3MnNO2P2.

The expectation value of S² is 8.89. The calculated total energy is -76444.8815 eV. The charge is +1. As for the spin multiplicity: 6.

The geometry in XYZ format:
```
44
Properties=species:S:1:pos:R:3:forces:R:3
H 2.9309 3.2483 0.0103 -0.2 -0.2 -0.1
C -0.3472 -2.2271 1.6103 0.0 0.3 0.3
N 0.7076 -1.0145 -0.2037 -1.1 -0.2 -0.8
C 0.6583 -3.3657 -0.4304 0.0 -0.5 -0.4
H 1.3466 0.6238 -3.1028 -0.1 0.0 0.3
F 1.5433 0.1997 3.6109 0.4 0.1 -0.7
H -1.0765 1.2462 1.2028 -0.2 0.5 -0.2
H 1.3966 -4.1150 -2.2969 0.1 -0.2 0.0
C 1.7922 0.6954 2.3374 1.8 0.1 1.6
H -3.4284 -0.0513 1.5224 -0.2 -0.1 -0.2
H 0.3638 4.0858 -0.8658 -0.1 -0.2 -0.4
H 0.6769 3.4907 -2.5529 -0.3 0.1 0.3
C -1.4894 -0.6394 3.7367 0.3 0.5 0.0
C 2.8645 2.3988 -0.6786 0.2 -0.3 -0.3
H -2.6874 -0.9427 0.1536 -0.2 0.0 0.0
F 2.2691 1.9785 2.5692 -0.1 -0.7 -0.1
H -2.0004 0.5689 -4.1731 0.2 0.2 1.0
H 0.3785 -2.3706 2.4218 0.0 0.0 -0.2
C 1.3686 -1.9961 -2.2646 -0.4 0.8 -0.6
Mn 0.3963 0.6605 0.9343 -1.5 0.4 0.3
O -1.7628 0.7106 -3.2284 0.7 -0.6 -1.4
H 0.5115 -4.3445 0.0072 -0.2 0.1 0.0
H -0.5398 -0.5418 4.2658 -0.1 0.1 0.0
P 1.1371 1.8382 -0.8479 -0.2 1.5 -0.7
C 1.1827 -3.2408 -1.7048 0.1 -0.1 -0.1
C 0.2362 3.2497 -1.5726 0.3 -0.3 0.0
O -2.5411 1.6989 -0.9496 -0.4 -0.9 -0.8
H -0.7958 0.5493 -3.1491 -0.9 0.1 -0.2
H -1.0731 -3.0482 1.6712 0.1 0.2 0.0
H -2.1169 0.2220 3.9667 0.0 0.0 0.3
F 2.9054 -0.0283 1.8660 -0.5 0.5 0.6
H 3.2383 2.6999 -1.6597 0.1 0.0 0.1
C -2.8028 -0.9017 1.2387 0.2 0.7 -0.2
C 0.3326 -2.2154 0.2687 0.9 0.9 0.4
P -1.1583 -0.5333 1.9450 -0.8 -3.4 0.8
H -2.3791 1.4041 -1.8971 -0.3 0.4 1.3
H -0.8222 2.9602 -1.6376 0.4 0.4 0.0
H 1.6272 -1.8681 -3.3116 0.2 -0.2 0.2
C 1.0828 0.4914 -2.0482 1.2 -0.4 0.2
H -1.9968 -1.5530 4.0811 0.1 0.2 -0.6
H -3.2237 1.0702 -0.6449 0.4 0.6 -0.2
H 3.4633 1.5739 -0.2746 -0.1 0.2 -0.1
C 1.0854 -0.8330 -1.5224 -0.1 -0.8 0.6
H -3.2539 -1.8343 1.5970 0.3 0.2 0.1
```
Forces are in eV/Å.

***

Entry 4:
The following is a DFT calculation (the ωB97M-V functional and the def2-TZVPD basis) of a molecular structure, C12H23F3MnNO5P2S.

The expectation value of S² is 8.76. The calculated total energy is -93427.3590 eV. The charge is +1. As for the spin multiplicity: 6. The energy above the lowest of the compared OMol25 structures with the same formula, charge and spin is 0.023 eV.

The geometry in XYZ format:
```
48
Properties=species:S:1:pos:R:3:forces:R:3
H -0.1036 -3.1914 -4.2355 0.0 0.2 0.3
C 2.2861 -2.2787 1.2171 0.1 -0.1 0.1
H -0.4804 5.2159 -0.6022 0.3 -1.0 0.3
P -2.1361 1.0154 -0.2738 0.4 0.2 -0.1
C -3.5268 1.2730 0.8484 -0.4 0.2 -0.1
O 1.5160 2.5601 -1.3874 -0.5 1.0 -0.1
H 0.9076 3.3550 -1.2614 0.8 -1.1 -0.1
O -0.4579 0.5516 2.5858 -0.2 -0.8 0.0
C -2.1965 2.2380 -1.6055 -0.4 0.4 -0.1
H -3.3770 2.2255 1.3740 -0.1 -0.2 -0.1
H -1.9288 3.2069 -1.1676 -0.3 -0.3 -0.4
H 3.2136 -2.7887 0.9151 -0.3 0.1 0.1
H 2.0847 2.8286 -2.1294 -0.1 -0.3 0.4
F 1.1962 -1.3616 4.1929 -1.4 0.1 0.0
P 2.3006 -0.5549 0.6370 -0.6 0.3 -0.3
C -0.0727 -2.4972 -3.3934 -0.4 0.0 0.2
O -2.4872 -0.6070 3.3202 0.8 -0.2 -0.2
F -0.3698 -0.4141 5.4099 0.2 -0.9 -0.7
H -3.2064 -0.3922 -1.9258 0.1 -0.1 0.2
O -0.2763 4.2521 -0.5733 -0.3 0.9 1.1
H 4.6808 -0.5545 1.0652 0.0 0.1 0.0
C 2.3981 -0.6093 -1.1976 0.2 -0.2 0.0
O -0.8093 -1.8055 1.9210 -0.2 1.0 0.3
H 3.7436 0.4135 2.2325 0.2 0.0 -0.1
F -0.5751 -2.5344 4.7959 0.5 1.3 -0.3
Mn 0.1974 0.8194 0.6308 -0.2 -1.0 -0.1
H 4.0868 1.0676 0.6175 -0.1 -0.1 0.1
H -2.2244 -2.3207 -3.1918 0.1 0.0 -0.1
H -3.5650 0.4777 1.6062 0.1 0.2 -0.3
N -0.0095 -0.7335 -1.2301 0.1 0.0 -0.5
H 2.4886 0.4468 -1.5323 0.2 -0.7 0.1
C 1.1347 -1.1789 -1.7908 -0.3 -0.2 -0.1
C 3.8595 0.1564 1.1761 0.3 0.0 0.2
S -1.1183 -0.7740 2.9050 0.3 0.0 0.2
C -1.2526 -2.0206 -2.8233 0.3 0.3 0.2
C -2.4505 -0.5558 -1.1457 0.0 -0.3 0.2
H -4.4695 1.3089 0.2865 0.2 0.0 0.2
H 1.4123 -2.8270 0.8400 0.2 0.3 0.1
H 2.2098 -2.2613 2.3138 0.1 -0.1 -0.4
C 1.1374 -2.0725 -2.8683 0.5 0.2 0.4
C -0.1535 -1.3027 4.4190 0.0 -0.2 0.6
C -1.1846 -1.1194 -1.7511 0.1 -0.4 -0.4
H -3.1878 2.2916 -2.0687 0.1 0.0 0.0
H -0.2933 3.9588 0.3669 -0.1 0.8 -0.8
H -2.8495 -1.2696 -0.4079 0.0 0.1 -0.2
H 3.2611 -1.2144 -1.4777 0.1 0.2 -0.3
H -1.4437 2.0143 -2.3724 -0.1 -0.1 0.2
H 2.0914 -2.4373 -3.2639 -0.4 0.2 0.1
```
Forces are in eV/Å.

***

Entry 5:
The following is a DFT calculation (the ωB97M-V functional and the def2-TZVPD basis) of a molecular structure, C12H23FeN3O3P.

The expectation value of S² is 6.02. The calculated total energy is -67086.0099 eV. The charge is +1. As for the spin multiplicity: 5.

The geometry in XYZ format:
```
43
Properties=species:S:1:pos:R:3:forces:R:3
N -0.3308 0.6175 0.5163 -2.2 1.5 0.1
C 0.9217 -0.9982 1.5561 5.3 -3.9 -2.6
H 0.5251 -1.9827 -2.2864 1.5 0.5 -2.0
O -2.1296 2.6712 -1.3109 2.9 0.5 4.4
P -1.6659 1.0229 1.6602 1.2 -0.4 1.9
C 0.6079 1.4434 -1.8339 0.2 0.7 0.0
C -2.2639 -0.5083 2.6337 -0.3 -1.1 0.5
H -3.2702 -1.6417 0.7919 1.6 -0.2 1.8
H -1.5735 -2.4036 1.3605 -2.1 1.5 0.6
C 1.1926 -1.8492 -3.2631 -0.5 0.0 -0.6
C 1.8182 -0.3264 -3.4038 0.0 -0.7 0.6
H 0.4389 -1.9739 -4.1782 1.8 -0.1 1.9
H -1.6075 1.0116 4.9604 -0.5 2.0 -1.1
H 2.9089 -0.3972 -3.8667 -2.3 0.2 1.1
H 4.1075 -3.0062 -2.2146 -1.7 -0.2 0.8
H 1.7616 -4.0492 -3.4500 1.2 2.0 0.0
Fe -3.5237 2.2753 1.0344 1.5 1.0 -2.1
H 1.0019 2.3459 0.2382 -2.1 -1.1 -0.9
O -0.9283 4.2467 0.1919 -1.4 -7.5 -3.0
H -3.1340 -2.6186 2.4022 1.3 1.8 -1.5
C -1.0174 2.2363 3.0164 -0.3 0.4 1.4
H -0.3184 1.1798 -2.5328 2.0 0.2 1.7
C -1.8683 2.0241 4.4341 0.3 0.1 -0.2
N 3.0904 -3.1784 -1.9531 1.0 -1.3 -1.6
C 1.8157 0.3356 -1.8792 -0.1 0.1 -0.9
H 2.8771 0.7992 -1.6799 -2.3 -0.7 -0.1
H -1.5221 -0.7317 3.5418 -1.5 0.4 -2.2
N 0.7700 0.3809 1.3694 1.2 -7.5 2.0
C -1.0969 2.9553 -0.5001 -1.3 4.0 0.8
H -3.0222 2.0425 4.2360 2.0 0.1 0.5
H 0.1105 2.0792 3.2885 -2.1 0.2 -1.0
H -1.1984 3.3220 2.6175 0.6 -2.0 0.6
H 3.0935 -2.7791 -4.1178 -1.6 -0.8 1.3
C 0.0855 1.8171 -0.3071 1.3 2.3 -1.8
H 1.6242 -0.5171 -1.1010 0.5 1.6 -1.6
H 3.0736 -4.2229 -1.7541 0.1 1.8 -0.1
C -2.5596 -1.8353 1.7110 -0.1 -1.1 0.5
H 1.1810 0.3201 -4.1609 1.2 -1.3 1.7
O 1.5072 -2.2237 1.4763 -5.5 10.5 1.2
C 2.3338 -3.0402 -3.2654 -1.1 0.4 -0.7
H -1.5612 2.8953 5.1563 -0.8 -1.7 -1.5
H -3.2939 -0.2027 3.1414 2.2 -0.4 -1.1
H 1.0387 2.4646 -2.2753 -1.0 -2.1 1.0
```
Forces are in eV/Å.

***

Here are the calculated F_max numbers, same order: 0.02792, 0.04509, 0.07021, 0.02800, 0.23226 (Eh/bohr).